(1)
Below is a molecular structure, C45H36Cl2I2O22 at a distorted geometry, with properties calculated with the ωB97M-V functional and the def2-TZVPD basis.

Last column: Löwdin charge in e.
Positions of all 107 atoms, in Å:
C1 -3.927 0.935 1.404  -0.09
C2 -3.968 -0.484 0.933  -0.72
Cl1 -5.159 -0.827 -0.260  0.69
C3 -3.158 -1.439 1.408  -0.68
Cl2 -3.287 -3.079 0.905  0.73
C4 -2.132 -1.109 2.410  -0.14
C5 -0.814 -1.021 2.153  -0.10
C6 -0.221 -1.336 0.821  -0.20
C7 0.757 -0.356 0.186  -0.72
C8 2.206 -0.492 0.682  -0.13
I1 0.123 1.692 0.274  0.98
C9 0.032 -0.652 3.326  -0.27
O1 1.112 -1.176 3.538  0.12
C10 -0.562 0.319 4.282  -0.13
C11 0.292 1.369 4.929  -0.13
C12 0.076 2.751 4.268  -0.33
C13 1.361 3.420 3.827  -0.68
I2 2.394 4.282 5.478  0.77
C14 -1.874 0.193 4.526  0.08
C15 -2.599 -0.873 3.811  -0.34
O2 -3.467 -1.557 4.316  0.14
H1 -4.238 1.010 2.445  0.08
H2 -2.922 1.343 1.322  0.04
H3 -4.585 1.553 0.806  0.07
H4 -1.011 -1.530 0.110  0.07
H5 0.362 -2.247 0.922  0.10
H6 0.765 -0.584 -0.873  0.04
H7 2.261 -1.032 1.616  0.05
H8 2.756 -1.070 -0.060  0.08
H9 2.699 0.469 0.756  0.04
H10 1.340 1.091 4.902  0.11
H11 -0.053 1.453 5.954  0.12
H12 -0.493 3.392 4.934  0.09
H13 -0.537 2.623 3.377  0.07
H14 2.019 2.689 3.371  0.03
H15 1.177 4.186 3.085  0.04
H16 -2.412 0.840 5.202  0.13
C16 1.183 5.308 -5.696  0.07
C17 -0.004 5.339 -5.071  -0.24
C18 -0.275 4.538 -3.821  -0.32
O3 -1.379 4.650 -3.321  0.09
C19 0.780 3.694 -3.298  0.06
C20 1.964 3.662 -3.923  -0.19
C21 2.244 4.478 -5.161  -0.29
O4 3.357 4.388 -5.644  0.12
O5 2.982 2.919 -3.516  0.01
O6 -1.031 6.064 -5.484  0.12
H17 1.386 5.879 -6.590  0.13
H18 0.580 3.108 -2.412  0.05
H19 3.719 3.076 -4.139  -0.20
H20 -1.753 5.900 -4.846  0.12
C22 0.709 -3.915 -2.074  0.08
C23 1.338 -4.737 -2.920  -0.24
C24 0.946 -4.836 -4.373  -0.34
O7 1.605 -5.583 -5.073  0.11
C25 -0.167 -4.040 -4.856  0.08
C26 -0.791 -3.207 -4.010  -0.23
C27 -0.368 -3.082 -2.570  -0.30
O8 -0.942 -2.263 -1.878  0.09
O9 -1.800 -2.425 -4.356  0.13
O10 2.357 -5.515 -2.575  0.11
H21 0.973 -3.823 -1.028  0.11
H22 -0.442 -4.129 -5.897  0.14
H23 -2.054 -1.927 -3.555  0.12
H24 2.621 -5.995 -3.383  0.12
C28 3.172 0.589 -3.811  0.12
C29 4.161 1.195 -4.483  -0.11
C30 5.008 0.469 -5.500  -0.29
O11 5.867 1.118 -6.063  0.13
C31 4.748 -0.937 -5.745  0.09
C32 3.757 -1.543 -5.077  -0.22
C33 2.901 -0.806 -4.072  -0.26
O12 2.009 -1.442 -3.535  0.13
O13 3.417 -2.816 -5.234  0.12
O14 4.479 2.472 -4.325  0.17
H25 2.558 1.104 -3.086  0.14
H26 5.363 -1.451 -6.469  0.14
H27 2.671 -2.952 -4.618  0.09
H28 5.221 2.646 -4.937  0.18
C34 -6.014 3.875 4.716  0.08
C35 -6.921 4.834 4.478  -0.23
C36 -6.554 6.141 3.816  -0.31
O15 -7.454 6.937 3.629  0.11
C37 -5.170 6.368 3.449  0.08
C38 -4.265 5.410 3.690  -0.23
C39 -4.638 4.097 4.331  -0.31
O16 -3.739 3.288 4.488  0.08
O17 -2.979 5.522 3.392  0.12
O18 -8.200 4.727 4.792  0.12
H29 -6.267 2.936 5.187  0.14
H30 -4.913 7.311 2.988  0.14
H31 -2.562 4.685 3.673  0.10
H32 -8.623 5.560 4.505  0.12
C40 2.999 -6.402 3.371  0.08
C41 2.411 -5.320 2.840  -0.23
C42 1.574 -5.406 1.586  -0.29
O19 1.073 -4.370 1.183  0.08
C43 1.419 -6.686 0.934  0.08
C44 2.009 -7.766 1.466  -0.23
C45 2.832 -7.690 2.730  -0.31
O20 3.311 -8.731 3.136  0.11
O21 1.929 -8.977 0.944  0.12
O22 2.509 -4.111 3.367  0.12
H33 3.599 -6.356 4.269  0.14
H34 0.829 -6.730 0.029  0.13
H35 2.444 -9.562 1.534  0.12
H36 1.980 -3.501 2.818  0.10

Results
LUMO level: -2.1350 eV
Frontier orbital gap: 6.974 eV
HOMO level: -9.109 eV

***

(2)
Below is a molecular structure, C45H36Cl3GaIN2O4PS2, with properties calculated with the ωB97M-V functional and the def2-TZVPD basis.

Last column: Löwdin charge in e.
Positions of all 95 atoms, in Å:
Ga1 1.177 0.683 -3.050  0.77
I1 0.555 -2.254 0.476  1.32
C1 1.671 -3.647 -0.618  -0.54
C2 0.963 -4.800 -0.853  -0.15
C3 1.597 -5.948 -1.349  -0.04
C4 2.952 -5.936 -1.477  0.00
C5 3.706 -4.768 -1.217  -0.14
C6 5.119 -4.865 -1.261  0.01
C7 5.905 -3.793 -0.980  -0.03
C8 5.291 -2.547 -0.790  -0.05
C9 3.922 -2.374 -0.788  -0.19
P1 3.533 -0.620 -0.913  0.69
C10 3.501 1.121 1.147  -0.28
C11 3.124 2.227 0.401  -0.03
C12 2.869 3.422 1.063  -0.05
C13 2.996 3.510 2.441  -0.07
C14 3.396 2.397 3.167  -0.06
C15 3.652 1.195 2.521  -0.03
C16 4.770 0.156 -1.934  -0.30
C17 4.713 -0.057 -3.313  -0.09
C18 5.642 0.544 -4.145  -0.05
C19 6.630 1.357 -3.604  -0.04
C20 6.696 1.565 -2.233  -0.04
C21 5.770 0.963 -1.394  -0.07
C22 3.072 -3.534 -0.881  -0.17
H1 -0.091 -4.846 -0.618  0.09
H2 1.020 -6.840 -1.545  0.12
H3 3.487 -6.832 -1.765  0.13
H4 5.555 -5.827 -1.501  0.13
H5 6.983 -3.870 -0.976  0.12
H6 5.939 -1.682 -0.708  0.11
H7 3.053 2.177 -0.676  0.10
H8 2.585 4.294 0.488  0.12
H9 2.809 4.449 2.944  0.11
H10 3.529 2.465 4.238  0.12
H11 3.996 0.324 3.065  0.12
H12 3.954 -0.703 -3.742  0.10
H13 5.598 0.377 -5.212  0.12
H14 7.355 1.827 -4.255  0.12
H15 7.470 2.195 -1.816  0.12
H16 5.830 1.126 -0.325  0.12
Cl1 -7.661 4.728 1.407  0.72
C23 -6.886 3.405 0.615  -0.66
C24 -5.531 3.191 0.802  -0.10
C25 -4.923 2.142 0.135  -0.05
C26 -5.628 1.295 -0.713  -0.20
C27 -4.959 0.186 -1.488  -0.27
C28 -3.884 -0.606 -0.707  -0.03
N1 -2.523 -0.081 -0.833  -0.04
C29 -1.791 0.582 0.126  -0.09
C30 -0.614 0.932 -0.459  -0.18
N2 -0.616 0.487 -1.764  -0.08
C31 -1.778 -0.115 -1.948  -0.15
O1 -4.433 0.542 -2.767  -0.10
C32 -3.927 1.862 -2.998  -0.15
C33 -4.984 2.904 -3.196  -0.33
C34 -4.928 4.173 -2.701  -0.97
Cl2 -3.649 4.855 -1.771  0.67
S1 -6.290 5.121 -3.122  1.02
C35 -6.967 3.810 -3.989  -0.39
C36 -6.174 2.708 -3.957  -0.15
C37 -6.998 1.530 -0.855  -0.57
Cl3 -7.977 0.522 -1.873  0.77
C38 -7.631 2.576 -0.207  -0.11
H17 -4.962 3.855 1.436  0.11
H18 -3.855 2.018 0.250  0.09
H19 -5.729 -0.550 -1.714  0.11
H20 -3.866 -1.625 -1.091  0.14
H21 -4.124 -0.650 0.354  0.14
H22 -2.169 0.736 1.122  0.13
H23 0.220 1.454 -0.027  0.10
H24 -2.129 -0.556 -2.866  0.16
H25 -3.348 1.751 -3.918  0.14
H26 -3.235 2.177 -2.211  0.09
H27 -7.917 3.927 -4.484  0.08
H28 -6.423 1.774 -4.439  0.12
H29 -8.689 2.743 -0.344  0.12
C39 -1.654 -0.746 6.940  -0.02
C40 -0.733 -1.230 5.865  -0.22
C41 -0.678 -2.591 5.532  0.00
C42 0.189 -3.051 4.567  -0.03
C43 1.017 -2.127 3.921  -0.52
C44 0.977 -0.758 4.227  -0.07
C45 0.101 -0.324 5.197  -0.01
S2 2.195 -2.606 2.774  0.92
O2 3.793 -0.127 0.585  -0.16
O3 2.347 -4.044 2.772  -0.42
O4 2.152 -0.274 -1.410  -0.55
H30 -2.343 -1.523 7.261  0.09
H31 -2.228 0.118 6.603  0.10
H32 -1.074 -0.427 7.809  0.11
H33 -1.323 -3.287 6.050  0.13
H34 0.249 -4.102 4.315  0.13
H35 1.629 -0.058 3.717  0.09
H36 0.065 0.726 5.459  0.13

Results
Charge: +2
LUMO level: -7.5478 eV
Frontier orbital gap: 4.484 eV
HOMO level: -12.031 eV

***

(3)
Below is a molecular structure, C45H36N2OP2PdS at a distorted geometry, with properties calculated with the ωB97M-V functional and the def2-TZVPD basis.

Last column: Löwdin charge in e.
Positions of all 88 atoms, in Å:
Pd1 -0.222 0.302 -0.103  0.48
O1 3.196 0.464 0.637  -0.38
S1 2.141 -0.279 -0.036  0.87
C1 2.729 -0.823 -1.642  -0.36
C2 4.038 -1.230 -1.828  -0.05
C3 4.411 -1.712 -3.075  -0.02
C4 3.490 -1.759 -4.115  -0.02
C5 2.198 -1.286 -3.938  -0.05
C6 1.821 -0.790 -2.694  -0.36
P1 0.273 0.097 -2.429  1.04
C7 -0.962 -0.600 -3.539  -0.36
C8 -1.136 -1.988 -3.531  -0.12
C9 -2.153 -2.562 -4.275  -0.06
C10 -3.008 -1.753 -5.015  -0.05
C11 -2.838 -0.376 -5.022  -0.05
C12 -1.822 0.207 -4.280  -0.06
C13 0.608 1.804 -2.938  -0.35
C14 -0.317 2.771 -2.529  -0.12
C15 -0.161 4.088 -2.924  -0.06
C16 0.915 4.447 -3.726  -0.05
C17 1.838 3.491 -4.122  -0.05
C18 1.695 2.169 -3.728  -0.06
C19 1.963 -1.831 0.891  -0.33
C20 2.741 -2.952 0.643  -0.04
C21 2.760 -3.987 1.566  -0.03
C22 2.041 -3.880 2.747  -0.03
C23 1.261 -2.760 2.988  -0.07
C24 1.187 -1.739 2.044  -0.35
P2 0.120 -0.279 2.328  1.07
C25 0.680 0.355 3.938  -0.35
C26 0.087 -0.076 5.127  -0.08
C27 0.572 0.386 6.339  -0.05
C28 1.629 1.286 6.372  -0.05
C29 2.218 1.713 5.191  -0.05
C30 1.746 1.253 3.972  -0.08
C31 -1.527 -0.962 2.739  -0.40
C32 -2.484 -0.018 3.124  -0.12
C33 -3.780 -0.407 3.411  -0.05
C34 -4.137 -1.747 3.322  -0.05
C35 -3.190 -2.694 2.967  -0.05
C36 -1.886 -2.308 2.672  -0.10
H1 4.747 -1.167 -1.012  0.13
H2 5.424 -2.056 -3.231  0.13
H3 3.790 -2.139 -5.083  0.13
H4 1.497 -1.266 -4.763  0.13
H5 -0.458 -2.613 -2.957  0.11
H6 -2.277 -3.637 -4.283  0.12
H7 -3.805 -2.201 -5.594  0.12
H8 -3.494 0.248 -5.613  0.12
H9 -1.688 1.281 -4.293  0.11
H10 -1.163 2.472 -1.923  0.08
H11 -0.880 4.833 -2.609  0.11
H12 1.032 5.474 -4.043  0.12
H13 2.673 3.773 -4.749  0.12
H14 2.428 1.433 -4.032  0.11
H15 3.337 -3.027 -0.253  0.11
H16 3.362 -4.864 1.372  0.12
H17 2.093 -4.668 3.487  0.12
H18 0.712 -2.668 3.916  0.12
H19 -0.742 -0.769 5.114  0.11
H20 0.114 0.041 7.257  0.12
H21 1.989 1.654 7.323  0.12
H22 3.046 2.409 5.222  0.12
H23 2.210 1.581 3.049  0.10
H24 -2.191 1.022 3.218  0.11
H25 -4.516 0.332 3.702  0.12
H26 -5.152 -2.054 3.536  0.12
H27 -3.455 -3.742 2.932  0.12
H28 -1.156 -3.058 2.396  0.10
N1 -2.074 -1.206 -0.469  0.07
C37 -3.275 -0.432 -0.509  -0.23
C38 -4.459 -0.955 -0.959  0.00
C39 -5.641 -0.193 -0.964  -0.04
C40 -5.630 1.096 -0.513  -0.01
C41 -4.426 1.680 -0.065  -0.14
C42 -4.351 3.017 0.382  0.02
C43 -3.153 3.530 0.794  -0.02
C44 -2.013 2.715 0.744  -0.13
N2 -2.050 1.465 0.333  -0.02
C45 -3.230 0.917 -0.067  -0.17
H29 -2.112 -1.948 -1.156  0.08
H30 -1.960 -1.626 0.446  0.05
H31 -4.484 -1.985 -1.294  0.12
H32 -6.559 -0.643 -1.316  0.12
H33 -6.536 1.689 -0.501  0.13
H34 -5.247 3.626 0.386  0.13
H35 -3.069 4.547 1.152  0.12
H36 -1.051 3.098 1.060  0.12

Results
Charge: +2
LUMO level (spin up / spin down): -6.5704 / -6.5697 eV
Frontier orbital gap (spin up / spin down): 6.730 / 6.730 eV
HOMO level (spin up / spin down): -13.300 / -13.300 eV